1.
Below is C22H37BrCoO3S as an isolated structure, with properties calculated with ωB97M-V/def2-TZVPD.

The geometry in XYZ format:
```
65
Properties=species:S:1:pos:R:3:forces:R:3
Co 0.844246 -1.983498 -2.297806 0.2 0.3 0.0
C 1.271005 4.281334 2.294897 0.0 0.0 0.0
C 1.343459 4.072878 0.781978 0.0 0.0 0.0
C 2.573197 4.822830 0.251586 0.0 0.0 0.0
C 0.078727 4.676101 0.157298 0.0 0.0 0.0
C 1.455338 2.594894 0.409459 0.0 0.0 0.0
C 1.535933 2.220210 -0.929059 0.0 0.0 0.0
C 1.660458 0.888450 -1.245781 0.0 0.0 0.0
Br 1.760473 0.413499 -3.101597 -0.1 -0.1 0.0
C 1.719279 -0.176900 -0.317882 0.0 0.1 0.1
O 1.821252 -1.417417 -0.716376 0.0 -0.1 0.0
C 1.650091 0.213155 1.044327 0.0 0.0 0.0
C 1.513288 1.569847 1.345074 0.0 0.0 0.0
C 1.736245 -0.753415 2.241921 0.0 0.0 0.0
C 2.928804 -0.344283 3.122849 0.0 0.0 0.0
C 0.447973 -0.648521 3.073393 0.0 0.0 0.0
C 1.932534 -2.231076 1.885362 0.0 0.0 0.0
H 1.182655 5.347610 2.510965 0.0 0.0 0.0
H 2.168030 3.914143 2.796801 0.0 0.0 0.0
H 0.403556 3.779846 2.729144 0.0 0.0 0.0
H 2.510255 5.884367 0.502387 0.0 0.0 0.0
H 2.654938 4.738245 -0.832917 0.0 0.0 0.0
H 3.487894 4.418855 0.688732 0.0 0.0 0.0
H 0.014284 5.742710 0.384565 0.0 0.0 0.0
H -0.815553 4.190377 0.553482 0.0 0.0 0.0
H 0.071226 4.563070 -0.927856 0.0 0.0 0.0
H 1.502470 2.954106 -1.723903 0.0 0.0 0.0
H 1.456833 1.836905 2.391084 0.0 0.0 0.0
H 2.828339 0.668013 3.515436 0.0 0.0 0.0
H 3.858226 -0.394364 2.553115 0.0 0.0 0.0
H 3.012039 -1.025678 3.972571 0.0 0.0 0.0
H 0.253511 0.371993 3.406839 0.0 0.0 0.0
H 0.522737 -1.283327 3.959640 0.0 0.0 0.0
H -0.411269 -0.987959 2.490397 0.0 0.0 0.0
H 2.838716 -2.391372 1.305348 0.0 0.0 0.0
H 1.101493 -2.630649 1.308731 0.0 0.0 0.0
H 2.012929 -2.794405 2.819585 0.0 0.0 0.0
C 1.492803 -4.814300 -3.844443 0.0 0.0 0.0
C 0.903356 -3.869170 -2.836134 -0.1 -0.1 0.0
O 0.211937 -4.306214 -1.913839 0.0 -0.1 0.0
H 1.274294 -5.855608 -3.602012 0.0 0.0 0.0
H 2.571102 -4.651332 -3.898166 0.0 0.0 0.0
H 1.089359 -4.566492 -4.829524 0.0 0.0 0.0
C -4.537534 -3.979986 -1.419821 0.0 0.0 0.0
C -3.747965 -2.681315 -1.289247 0.0 0.0 0.0
C -2.570281 -2.861477 -0.346032 0.0 0.0 0.0
S -1.344949 -1.552073 -0.321565 0.1 0.0 0.1
O -0.990357 -1.318958 -1.788657 -0.1 0.0 -0.2
C -2.306304 -0.095410 0.141091 0.0 0.0 0.1
C -2.962240 0.653603 -1.020601 0.0 0.0 0.0
C -2.031401 1.683126 -1.649664 0.0 0.0 0.0
H -5.387657 -3.853911 -2.089800 0.0 0.0 0.0
H -4.919691 -4.309721 -0.451925 0.0 0.0 0.0
H -3.907408 -4.775550 -1.819697 0.0 0.0 0.0
H -4.401473 -1.884988 -0.925928 0.0 0.0 0.0
H -3.372967 -2.373697 -2.267125 0.0 0.0 0.0
H -1.969735 -3.732275 -0.625618 0.0 0.0 0.0
H -2.877212 -2.990368 0.696155 0.0 0.0 0.0
H -1.581483 0.544679 0.652176 0.0 0.0 0.0
H -3.022615 -0.445827 0.887701 0.0 0.0 0.0
H -3.855974 1.147501 -0.631735 0.0 0.0 0.0
H -3.297784 -0.048104 -1.783385 0.0 0.0 0.0
H -1.680719 2.399616 -0.904832 0.0 0.0 0.0
H -2.545477 2.236794 -2.436237 0.0 0.0 0.0
H -1.157236 1.200882 -2.084926 0.0 0.0 0.0
```
Forces are in eV/Å.

Output
**Multiplicity**: 4
**Energy**: -5441.15230 a.u.
**LUMO level (spin up / spin down)**: 0.373 / 0.340 eV
**ΔE to the lowest compared entry with this formula, charge and spin**: 0.0 kcal per mole
**Kohn-Sham gap (spin up / spin down)**: 7.84 / 7.87 eV

2.
Below is C22H37BrO3SSiY as an isolated structure in a non-equilibrium geometry, with properties calculated with ωB97M-V/def2-TZVPD.

The geometry in XYZ format:
```
66
Properties=species:S:1:pos:R:3:forces:R:3
C -1.069274 -1.049488 -4.166749 -0.6 0.1 0.1
C -1.854574 -2.163407 -3.749739 0.1 0.7 0.1
C -2.870891 -1.679366 -2.869878 0.1 0.5 -0.2
H -1.759570 -3.177805 -4.137426 0.1 0.3 0.4
C -2.732333 -0.253753 -2.780689 0.2 -0.3 -0.5
C -1.587781 0.122262 -3.550323 -0.6 -0.4 -0.4
H -1.223367 1.133661 -3.733882 0.0 -0.4 0.2
H -0.283045 -1.040220 -4.920235 0.1 -0.1 0.6
H -3.680227 -2.264118 -2.444360 0.1 0.1 0.0
H -3.431362 0.445866 -2.316521 0.4 -0.4 0.0
Y -0.684922 -1.164949 -1.478214 0.6 -0.1 -0.9
Br 1.649443 -1.900041 -2.357914 0.2 -0.5 0.2
C 2.969945 1.658181 -3.396278 -0.4 -0.4 -0.6
C 1.867702 2.273813 -4.064936 0.3 -0.7 0.0
C 1.492401 1.436654 -5.156735 0.5 0.0 0.4
H 1.389104 3.209436 -3.781289 0.1 -0.1 -0.1
C 2.362244 0.309494 -5.163427 0.1 0.4 0.5
C 3.275379 0.439506 -4.076904 -0.6 0.8 -0.2
H 4.042238 -0.277462 -3.787264 -0.2 0.2 -0.1
H 3.468545 2.028473 -2.499126 -0.1 0.0 -0.2
H 0.713156 1.651117 -5.890086 0.1 -0.1 0.2
H 2.308375 -0.536494 -5.846414 0.1 0.2 0.0
C 1.429329 3.397487 1.831819 0.0 0.1 -0.1
C 2.002463 2.015244 2.111032 -0.3 -0.3 -0.1
C 2.958542 1.578918 1.009963 0.1 0.1 -0.1
C 2.712216 2.039452 3.461365 0.0 0.0 0.2
O 0.908117 1.067648 2.239193 0.0 0.0 0.0
Si -0.190042 0.390843 1.233137 0.5 0.6 0.4
S -0.278730 1.274522 -0.604869 -0.2 0.4 -0.1
O 0.053413 -1.262686 0.834687 0.5 -0.4 1.1
C 0.545071 -2.277162 1.850162 -0.2 0.3 -0.6
C 1.206803 -3.377630 1.032426 0.2 0.0 0.0
C 1.540154 -1.623432 2.789687 0.5 -0.1 0.5
C -0.631282 -2.802710 2.653743 -0.3 -0.2 0.2
O -1.515534 0.336412 2.222905 -0.8 -0.1 -0.3
C -2.883513 0.215483 1.734897 0.7 0.1 0.3
C -2.921426 -0.626997 0.456617 -0.2 0.2 -0.3
C -3.711065 -0.448832 2.832441 -0.1 -0.1 0.0
C -3.391050 1.629392 1.455116 -0.2 0.1 -0.1
H 2.258593 4.113074 1.774104 -0.2 0.0 0.0
H 0.773440 3.699596 2.658852 0.0 -0.1 -0.2
H 0.879676 3.416844 0.882722 0.1 0.0 0.3
H 3.784756 2.300581 0.978449 -0.1 -0.2 -0.1
H 3.375974 0.585195 1.222357 -0.1 0.2 -0.1
H 2.463825 1.569592 0.029505 0.2 -0.1 0.2
H 2.026939 2.375525 4.249835 0.1 -0.1 -0.1
H 3.110597 1.053102 3.729715 -0.1 0.1 -0.1
H 3.548836 2.746901 3.418430 -0.1 -0.1 0.0
H 2.023420 -2.971919 0.418810 -0.3 -0.1 0.1
H 1.615607 -4.140804 1.711247 -0.1 0.2 -0.2
H 0.483176 -3.864740 0.362217 0.2 0.1 0.1
H 1.077036 -0.861257 3.433292 0.2 -0.3 -0.3
H 1.970535 -2.386741 3.461141 -0.2 0.1 -0.3
H 2.377865 -1.183903 2.231908 -0.3 0.0 0.2
H -1.175134 -1.991353 3.155232 0.2 -0.2 -0.2
H -1.326526 -3.366860 2.019651 0.0 0.1 0.1
H -0.266910 -3.496323 3.432060 -0.1 0.2 -0.3
H -2.455282 -1.616927 0.606425 -0.2 0.3 0.1
H -3.956257 -0.765677 0.119836 0.2 -0.1 0.1
H -2.413252 -0.036605 -0.341953 -0.6 -0.4 0.7
H -3.597359 0.077411 3.790424 0.1 -0.1 -0.3
H -4.772724 -0.418928 2.545931 0.2 0.0 0.1
H -3.424999 -1.502169 2.963973 0.0 0.3 0.0
H -3.311003 2.241111 2.365129 0.0 -0.2 -0.2
H -2.817087 2.104054 0.645284 -0.1 -0.2 0.3
H -4.448384 1.593927 1.159487 0.2 0.0 0.0
```
Forces are in eV/Å.

Output
**Energy**: -4386.54453 a.u.
**LUMO level**: 1.945 eV
**Kohn-Sham gap**: 4.24 eV
**Total charge**: -1

3.
Below is C22H37BrO4PbSi as an isolated structure in a non-equilibrium geometry, with properties calculated with ωB97M-V/def2-TZVPD.

The geometry in XYZ format:
```
66
Properties=species:S:1:pos:R:3:forces:R:3
C 2.276406 -0.204634 -0.820654 1.4 0.8 0.5
C 2.039939 1.212401 -0.576747 1.5 -0.4 0.5
C 1.818052 1.384070 0.866157 2.0 -0.5 0.0
H 1.860574 2.010390 -1.363148 0.3 -1.2 1.2
C 1.939159 0.065989 1.499067 1.5 0.6 -0.5
C 2.223744 -0.904831 0.454203 0.7 0.6 0.2
H 2.276610 -2.028445 0.610969 -0.1 1.7 -0.3
H 2.398266 -0.679430 -1.844613 -0.3 0.7 1.6
H 1.469177 2.322777 1.376804 0.5 -1.2 -0.7
H 1.763055 -0.147051 2.594511 0.1 0.2 -1.6
Pb -0.138344 0.219947 0.092941 -0.4 0.1 -0.6
Br -1.095574 2.612856 -0.425418 -0.9 3.3 -0.9
C -2.150371 -1.015659 -0.510336 -0.5 -1.1 -1.6
C -1.199391 -2.091440 -0.229414 -0.5 -0.2 -1.0
C -0.181963 -2.066555 -1.265292 -0.9 -0.4 -0.5
H -1.193228 -2.722912 0.713324 0.0 0.9 -1.4
C -0.488617 -0.982584 -2.188620 -1.1 -0.9 -0.4
C -1.726116 -0.354646 -1.750708 -0.6 -1.5 -0.4
H -2.192125 0.577703 -2.179680 0.7 -1.3 0.6
H -2.988080 -0.673444 0.159623 1.1 -0.5 -0.9
H 0.747912 -2.717279 -1.286468 -1.4 1.0 0.0
H 0.163574 -0.609302 -3.040711 -1.0 -0.6 1.3
C -0.625034 4.275771 2.578965 0.2 0.1 0.1
C -0.733221 3.391253 3.809151 -0.9 -1.4 -0.4
C 0.626904 2.967926 4.340695 0.1 0.1 0.1
C -1.592787 4.054177 4.874036 0.1 0.2 0.2
O -1.430327 2.173591 3.527250 0.1 1.2 0.8
Si -2.038464 1.000472 2.625319 1.6 -2.3 -1.1
O -0.891549 0.036921 2.002174 -2.4 1.4 3.7
O -2.865782 -0.052304 3.582958 -0.7 0.3 1.3
C -2.790135 -0.527377 4.925750 -0.4 0.3 -1.6
C -1.806098 -1.692971 4.978419 0.0 -0.1 0.1
C -2.413325 0.568476 5.913871 0.0 -0.1 0.3
C -4.226468 -0.990628 5.147292 -0.1 -0.2 0.3
O -3.122597 1.557725 1.553978 -0.6 0.0 0.2
C -4.480349 1.969268 1.372003 1.8 -0.6 0.1
C -4.623286 2.004320 -0.138990 -0.2 0.1 -0.2
C -5.412636 0.944167 1.999527 -0.3 0.1 0.0
C -4.635152 3.351464 1.989552 -0.2 0.1 0.0
H -0.147641 5.214740 2.884096 0.0 0.0 -0.1
H -1.616460 4.492971 2.163079 0.2 -0.1 0.1
H -0.033315 3.805643 1.785813 -0.2 0.1 0.2
H 1.170576 3.865583 4.635362 0.3 0.0 0.1
H 0.514028 2.313455 5.215224 0.0 0.2 -0.1
H 1.201852 2.419629 3.583910 -0.2 0.2 0.1
H -2.592883 4.280795 4.481216 0.3 0.0 0.0
H -1.709935 3.402131 5.748753 0.1 0.1 -0.2
H -1.103907 4.977874 5.172876 -0.1 0.3 0.3
H -0.784737 -1.353934 4.769480 -0.2 0.0 0.0
H -1.840785 -2.148321 5.974902 0.1 -0.1 0.0
H -2.070901 -2.450940 4.230611 0.0 0.2 0.1
H -3.096470 1.421508 5.823394 0.2 -0.1 -0.1
H -2.498350 0.169230 6.934599 0.0 0.1 -0.1
H -1.386082 0.915719 5.758429 -0.2 -0.1 0.0
H -4.917124 -0.139677 5.074691 0.2 -0.2 0.1
H -4.515298 -1.720744 4.379506 0.2 0.2 0.2
H -4.315112 -1.442193 6.131500 -0.2 -0.2 0.3
H -4.434089 1.015291 -0.571402 0.0 0.1 0.2
H -5.635962 2.313714 -0.378609 -0.3 0.1 -0.3
H -3.901765 2.700143 -0.581842 -0.1 -0.1 0.2
H -5.289760 0.906301 3.087218 0.0 0.0 -0.2
H -6.443706 1.232492 1.765413 -0.1 -0.1 0.1
H -5.223563 -0.057863 1.594421 0.0 0.3 0.1
H -4.474403 3.320464 3.075001 0.0 -0.1 -0.2
H -3.915039 4.052815 1.548704 -0.1 -0.2 0.0
H -5.651403 3.701753 1.788513 0.0 0.2 0.1
```
Forces are in eV/Å.

Output
**Energy**: -4217.86325 a.u.
**LUMO level**: 4.525 eV
**Kohn-Sham gap**: 3.69 eV
**Total charge**: -2